Density functional theory data (wB97M-V/def2-TZVPD) for the molecule C2H3FOS in a non-equilibrium geometry.

The lowest unoccupied orbital energy comes out at 0.35 eV. For the highest occupied orbital energy, the calculation gives -10.08 eV. Its SMILES is O=C(S)CF. The relative energy (zero: lowest compared OMol25 entry of this formula, charge and spin) comes out at 20.7 kcal/mol. The calculation puts the energy at -651.26968 Ha.

Geometry as ORCA input:
```
! wB97M-V def2-TZVPD RIJCOSX def2/J DEFGRID3
* xyz 0 1
C -0.662 0.533 -0.312
C 0.770 0.225 0.028
H -0.819 -1.548 0.589
H 0.849 0.129 1.206
H 1.545 1.000 -0.124
O -1.120 1.626 -0.466
F 1.117 -0.986 -0.644
S -1.679 -0.978 -0.277
*
```

These are the Mulliken partial charges, in e, on atoms 1 to 2:
1. C 0.581
2. C -0.352

***

Density functional theory data (wB97M-V/def2-TZVPD) for a structure of composition C21H29Ge2N4NiO7P2.

The lowest unoccupied orbital energy (alpha / beta) comes out at 0.30 / -2.41 eV. For the highest occupied orbital energy (alpha / beta), the calculation gives -8.36 / -8.62 eV. The relative energy (zero: lowest compared OMol25 entry of this formula, charge and spin) comes out at 0.0 kcal/mol. The calculation puts the energy at -7908.43148 Ha.

Geometry as ORCA input:
```
! wB97M-V def2-TZVPD RIJCOSX def2/J DEFGRID3
* xyz 0 4
Ni 0.051 0.471 -0.411
N -2.870 1.455 0.774
C -2.665 0.011 1.161
C -3.895 -0.430 1.956
P -1.166 -0.116 2.223
O -0.843 -1.689 1.989
O -1.448 0.185 3.630
O -0.096 0.696 1.477
P -2.624 -0.873 -0.471
O -2.989 -2.383 -0.129
O -3.658 -0.206 -1.279
O -1.162 -0.882 -0.947
H -2.983 2.073 1.582
H -3.686 1.490 0.154
H -2.070 1.832 0.237
H -4.034 0.225 2.816
H -3.748 -1.440 2.332
H -4.787 -0.427 1.326
H -0.574 -2.100 2.820
H -2.224 -2.854 0.231
N 0.723 3.472 -2.172
C -0.027 3.279 -1.072
O -0.680 2.164 -0.979
C -0.137 4.262 -0.088
C 0.585 5.472 -0.225
N 1.237 6.411 -0.377
C -1.031 4.067 0.982
N -1.809 3.863 1.811
H 1.353 4.257 -2.227
H 0.865 2.696 -2.793
C 1.182 -0.014 -4.181
Ge 2.269 -1.159 -3.023
C 1.361 -2.853 -2.684
C 4.026 -1.470 -3.851
Ge 2.530 -0.026 -0.906
C 3.181 -1.064 0.605
C 2.906 -0.702 1.924
C 3.417 -1.442 2.979
C 4.207 -2.557 2.730
C 4.479 -2.933 1.424
C 3.963 -2.194 0.369
C 3.308 1.754 -0.955
C 3.857 2.231 -2.146
C 4.321 3.536 -2.243
C 4.215 4.390 -1.154
C 3.667 3.929 0.037
C 3.224 2.619 0.136
H 0.852 -0.576 -5.055
H 1.757 0.844 -4.534
H 0.285 0.344 -3.670
H 1.114 -3.335 -3.630
H 0.437 -2.682 -2.132
H 1.995 -3.529 -2.109
H 3.874 -2.009 -4.788
H 4.670 -2.077 -3.215
H 4.546 -0.540 -4.077
H 2.271 0.149 2.137
H 3.194 -1.149 3.997
H 4.606 -3.134 3.555
H 5.092 -3.803 1.225
H 4.185 -2.511 -0.645
H 3.923 1.588 -3.019
H 4.755 3.890 -3.169
H 4.548 5.416 -1.233
H 3.566 4.599 0.881
H 2.779 2.287 1.067
*
```

These are the Mulliken partial charges, in e, on atoms 1 to 2:
1. Ni 2.014
2. N -0.035

***

Density functional theory data (wB97M-V/def2-TZVPD) for the molecule C4H9NO2 in a non-equilibrium geometry.

The lowest unoccupied orbital energy comes out at 0.83 eV. For the highest occupied orbital energy, the calculation gives -9.35 eV. Its SMILES is CN[C@H](C)C(=O)O. The relative energy (zero: lowest compared OMol25 entry of this formula, charge and spin) comes out at 23.5 kcal/mol. The calculation puts the energy at -363.04816 Ha.

Geometry as ORCA input:
```
! wB97M-V def2-TZVPD RIJCOSX def2/J DEFGRID3
* xyz 0 1
C -0.199 0.336 -1.867
N -0.879 -0.438 -0.833
C -0.178 1.205 0.984
C -0.400 -0.226 0.556
C 0.840 -1.061 0.707
O 0.709 -2.120 1.522
O 1.864 -0.801 0.141
H -0.429 -0.111 -2.832
H 0.891 0.269 -1.807
H -0.353 1.419 -1.842
H -1.810 -0.067 -0.814
H -1.117 1.746 0.840
H 0.109 1.306 2.026
H 0.589 1.696 0.383
H -1.213 -0.616 1.172
H 1.576 -2.538 1.664
*
```

These are the Mulliken partial charges, in e, on atoms 1 to 2:
1. C -0.881
2. N -0.439

***

Density functional theory data (wB97M-V/def2-TZVPD) for the ion C5H10NO2 with charge -1.

The lowest unoccupied orbital energy comes out at 3.56 eV. For the highest occupied orbital energy, the calculation gives -2.59 eV. Its SMILES is C[C@@H](CC[O-])NC=O. The relative energy (zero: lowest compared OMol25 entry of this formula, charge and spin) comes out at 44.7 kcal/mol. The calculation puts the energy at -401.75551 Ha.

Geometry as ORCA input:
```
! wB97M-V def2-TZVPD RIJCOSX def2/J DEFGRID3
* xyz -1 1
O 3.653 1.050 0.216
C 2.715 0.293 0.026
N 1.464 0.641 -0.280
C 0.295 -0.220 -0.078
C -0.912 0.417 -0.755
C -2.286 -0.338 -0.705
O -3.194 0.250 -1.467
C 0.042 -0.437 1.418
H 2.895 -0.797 0.065
H 1.278 1.634 -0.410
H 0.469 -1.192 -0.542
H -0.722 0.537 -1.829
H -1.090 1.424 -0.347
H -2.023 -1.390 -1.044
H -2.532 -0.479 0.382
H 0.878 -0.920 1.922
H -0.057 0.542 1.894
H -0.874 -1.014 1.534
*
```

These are the Mulliken partial charges, in e, on atoms 1 to 2:
1. O -0.627
2. C 0.024

***

Density functional theory data (wB97M-V/def2-TZVPD) for the molecule C5H6N2S in a non-equilibrium geometry.

The lowest unoccupied orbital energy (alpha / beta) comes out at -0.45 / -0.45 eV. For the highest occupied orbital energy (alpha / beta), the calculation gives -8.12 / -8.12 eV. The relative energy (zero: lowest compared OMol25 entry of this formula, charge and spin) comes out at 92.9 kcal/mol. The calculation puts the energy at -701.69093 Ha.

Geometry as ORCA input:
```
! wB97M-V def2-TZVPD RIJCOSX def2/J DEFGRID3
* xyz 0 1
C 0.142 -0.595 2.101
C -0.364 1.932 -0.070
C 1.023 0.100 1.290
C -0.732 -0.233 -0.556
C 0.097 -1.036 -1.447
N -0.712 -1.264 2.515
N -0.921 1.050 -0.691
S 0.804 1.816 1.177
H -0.685 3.030 -0.242
H 1.883 -0.216 0.775
H -1.475 -0.705 -0.029
H -0.019 -1.970 -0.978
H 1.179 -0.859 -1.435
H -0.219 -1.049 -2.410
*
```

These are the Mulliken partial charges, in e, on atoms 1 to 2:
1. C 0.717
2. C 0.085

***

Density functional theory data (wB97M-V/def2-TZVPD) for a cluster of 2 separate species, C2H5O2Si in total in a non-equilibrium geometry.

The lowest unoccupied orbital energy comes out at 4.00 eV. For the highest occupied orbital energy, the calculation gives -2.24 eV. The relative energy (zero: lowest compared OMol25 entry of this formula, charge and spin) comes out at 26.8 kcal/mol. The calculation puts the energy at -519.16863 Ha.

Geometry as ORCA input:
```
! wB97M-V def2-TZVPD RIJCOSX def2/J DEFGRID3
* xyz -1 1
C 1.216 0.187 3.662
C -1.054 -0.063 0.231
O 1.013 1.185 4.223
O 1.675 -0.873 3.690
Si 0.591 0.853 0.681
H -1.126 -0.273 -0.817
H -1.339 -1.036 0.706
H -1.851 0.600 0.321
H 0.250 2.416 0.505
H 1.403 0.875 -0.521
*
```

These are the Mulliken partial charges, in e, on atoms 1 to 2:
1. C 0.043
2. C -1.172

***

Density functional theory data (wB97M-V/def2-TZVPD) for a cluster of 5 separate species, C5H17O7 in total in a non-equilibrium geometry.

The lowest unoccupied orbital energy comes out at 3.19 eV. For the highest occupied orbital energy, the calculation gives -5.66 eV. The relative energy (zero: lowest compared OMol25 entry of this formula, charge and spin) comes out at 0.0 kcal/mol. The calculation puts the energy at -727.48804 Ha.

Geometry as ORCA input:
```
! wB97M-V def2-TZVPD RIJCOSX def2/J DEFGRID3
* xyz -1 1
O -1.417 -0.323 2.132
C -1.717 0.273 1.101
O -2.418 -0.175 0.119
C -1.115 1.686 0.890
C 0.427 1.543 0.955
C 1.018 0.457 0.069
C 2.408 0.759 -0.353
O 3.089 -0.370 -0.936
H -1.344 2.168 -0.051
H -1.396 2.244 1.789
H 0.932 2.513 0.868
H 0.633 1.394 2.016
H 0.374 0.431 -0.811
H 0.970 -0.534 0.551
H 2.477 1.538 -1.141
H 3.025 1.175 0.458
H 2.387 -0.942 -1.273
H -1.995 -0.846 -1.020
H -2.639 -1.055 -2.404
O -1.794 -1.230 -1.971
H 0.767 -2.723 -3.044
H -0.339 -2.378 -2.061
O 0.627 -2.505 -2.118
H -0.040 -0.250 3.943
H 1.255 0.599 4.021
O 0.575 0.166 4.557
H 0.472 -0.167 -3.415
H -0.851 0.164 -2.861
O -0.120 0.588 -3.359
*
```

These are the Mulliken partial charges, in e, on atoms 1 to 2:
1. O -0.622
2. C 0.391

***

Density functional theory data (wB97M-V/def2-TZVPD) for a cluster of 2 separate species, C3H7N3 in total in a non-equilibrium geometry.

The lowest unoccupied orbital energy comes out at 0.61 eV. For the highest occupied orbital energy, the calculation gives -8.99 eV. The relative energy (zero: lowest compared OMol25 entry of this formula, charge and spin) comes out at 54.6 kcal/mol. The calculation puts the energy at -282.68729 Ha.

Geometry as ORCA input:
```
! wB97M-V def2-TZVPD RIJCOSX def2/J DEFGRID3
* xyz 0 1
N -2.091 -0.436 0.021
C -0.933 0.453 -0.087
C 0.399 -0.162 0.229
N 0.355 -1.455 0.362
C 2.902 1.352 -0.112
N 3.862 1.896 -0.454
H -2.869 0.041 0.461
H -2.407 -0.745 -0.890
H -1.051 1.332 0.557
H -0.800 0.870 -1.099
H 1.954 0.798 0.145
H -0.527 -1.971 0.331
H 1.207 -1.973 0.535
*
```

These are the Mulliken partial charges, in e, on atoms 1 to 2:
1. N -0.641
2. C -0.117